# 1
The following is a quantum chemistry calculation of a single C15H18N4O3S molecule, from the OMol25 dataset.

Properties
SMILES string: CCC(CC)c1nnc(NC(=O)Cc2ccccc2[N+](=O)[O-])s1
ΔE to the lowest compared entry with this formula, charge and spin (kJ/mol): 388.6
E_HOMO (eV): -9.1
Multiplicity: 1
Molar mass (Da): 334.401
E (eV): -38782.761

Cartesian coordinates (Å):
1 C 0.2753 0.1632 -4.6409
2 C -1.1170 0.6046 -4.2085
3 C -1.1456 1.7922 -3.2234
4 C -0.4060 3.0403 -3.7198
5 C -1.0036 3.6156 -4.9971
6 C -0.6227 1.3687 -1.8983
7 N -1.3525 0.9207 -0.9468
8 N -0.7006 0.5883 0.1593
9 C 0.5732 0.7732 0.0837
10 N 1.4930 0.5457 1.0603
11 C 1.3486 -0.0791 2.2802
12 O 2.3038 -0.1676 3.0127
13 C -0.0419 -0.5695 2.6219
14 C 0.0049 -1.5517 3.7496
15 C -0.7576 -1.3314 4.8908
16 C -0.7171 -2.1963 5.9693
17 C 0.1090 -3.3096 5.9396
18 C 0.8818 -3.5485 4.8231
19 C 0.8289 -2.6834 3.7323
20 N 1.6520 -3.0239 2.6014
21 O 2.5176 -3.8544 2.7685
22 O 1.4277 -2.4888 1.5319
23 S 1.0891 1.4261 -1.4716
24 H 0.7811 0.9433 -5.2038
25 H 0.8906 -0.0991 -3.7837
26 H 0.1972 -0.7148 -5.2779
27 H -1.6980 0.8801 -5.0895
28 H -1.6272 -0.2330 -3.7275
29 H -2.1999 2.0464 -3.0630
30 H -0.4560 3.7982 -2.9333
31 H 0.6476 2.8030 -3.8783
32 H -0.5095 4.5508 -5.2499
33 H -2.0651 3.8139 -4.8657
34 H -0.8803 2.9318 -5.8323
35 H 2.4490 0.8056 0.8457
36 H -0.4873 -1.0107 1.7284
37 H -0.6499 0.2960 2.8937
38 H -1.3943 -0.4602 4.9304
39 H -1.3253 -1.9970 6.8385
40 H 0.1507 -3.9831 6.7810
41 H 1.5362 -4.4053 4.7688

Forces on atoms 1 to 6 (eV/Å):
-0.2 0.0 0.0
0.1 0.1 0.0
0.0 0.0 -0.3
-0.3 0.0 0.0
0.2 -0.1 0.2
0.6 0.2 0.1



# 2
The following is a quantum chemistry calculation of a 2-piece molecular cluster, C7H12BrClNO2 overall, from the OMol25 dataset.

Properties
ΔE to the lowest compared entry with this formula, charge and spin (kJ/mol): 32.5
E_HOMO (eV): -4.9
Multiplicity: 1
Charge: -1
Molar mass (Da): 257.535
E (eV): -95602.245

Cartesian coordinates (Å):
1 C 0.4637 -3.2134 0.4709
2 C 0.4365 0.3806 1.7677
3 C 1.8376 0.2482 -0.4192
4 C -0.1375 1.6522 -1.9256
5 C -1.7088 1.7913 -0.0038
6 C 0.6165 0.7430 0.2651
7 C -0.2923 1.4771 -0.4025
8 N -0.8367 -2.4724 0.4394
9 O 1.0378 -3.3058 -0.5939
10 O 0.7506 -3.4639 1.6343
11 Cl -1.8640 -2.6798 1.8896
12 Br -1.6326 -2.5470 -1.1553
13 H 0.8751 -0.5657 1.8788
14 H 0.8675 1.0215 2.5120
15 H -0.6352 0.3196 1.8919
16 H 1.7680 0.1172 -1.5364
17 H 2.1961 -0.7008 0.0237
18 H 2.5770 1.1325 -0.3246
19 H -1.0061 2.2386 -2.4345
20 H 0.8966 1.9275 -2.0792
21 H -0.3326 0.6690 -2.2243
22 H -1.6233 1.4235 0.9863
23 H -1.9473 2.8724 -0.1687
24 H -2.3067 0.9344 -0.4918

Forces on atoms 1 to 6 (eV/Å):
0.0 0.3 1.8
-0.6 0.6 -2.3
1.6 1.1 -0.8
-1.2 1.2 1.1
1.0 -1.6 -0.2
-1.1 0.9 0.9



# 3
The following is a quantum chemistry calculation of a single C2H2N4O molecule, from the OMol25 dataset.

Properties
SMILES string: Oc1ncnnn1
ΔE to the lowest compared entry with this formula, charge and spin (kJ/mol): 5.0
E_HOMO (eV): -10.4
Multiplicity: 1
Molar mass (Da): 98.065
E (eV): -10112.253

Cartesian coordinates (Å):
1 O -2.1075 -0.0177 -0.0370
2 C -0.7926 -0.0441 -0.0424
3 N -0.1697 1.1619 -0.0992
4 C 1.1058 0.9546 0.0246
5 N 1.7794 -0.2388 -0.0166
6 N 1.0814 -1.3610 -0.0803
7 N -0.2458 -1.2619 -0.0129
8 H -2.4284 -0.9603 0.1976
9 H 1.7774 1.7673 0.0661

Forces on atoms 1 to 6 (eV/Å):
-1.2 -1.7 0.8
0.0 0.4 -0.2
-0.8 -1.6 0.4
1.2 -1.5 -0.6
-0.8 -0.6 0.1
-0.5 1.9 0.4



# 4
The following is a quantum chemistry calculation of C19H51BrO10P2S6 as an isolated structure, from the OMol25 dataset.

Properties
E_HOMO (eV): -8.7
Multiplicity: 1
Molar mass (Da): 773.861
E (eV): -194633.670

Cartesian coordinates (Å):
1 C 2.3152 1.1078 2.3320
2 C 2.8661 -0.2988 2.1782
3 C 2.0810 -1.1774 1.2020
4 Br 1.5490 -2.8480 2.0521
5 O 0.9077 -0.5070 0.7661
6 P 0.3320 -0.7569 -0.6624
7 O 0.8855 -1.8455 -1.4293
8 O 0.4224 0.6422 -1.4038
9 O 1.1453 1.6558 -0.6420
10 C 2.1506 2.1938 -1.4927
11 C 3.4119 1.3558 -1.5901
12 C 3.3310 0.2254 -2.6276
13 C 4.6350 2.2638 -1.7824
14 C 5.8966 1.5191 -1.3207
15 C 4.7525 2.7896 -3.2224
16 O -1.2119 -0.8947 -0.3749
17 P -2.2620 0.3388 -0.1230
18 S -3.0517 0.3403 1.6172
19 H 2.5106 1.7344 1.4702
20 H 2.8387 1.5647 3.1703
21 H 1.2584 1.1153 2.5749
22 H 2.9350 -0.7763 3.1486
23 H 3.8782 -0.2377 1.7826
24 H 2.6740 -1.4604 0.3419
25 H 2.3696 3.1456 -1.0099
26 H 1.7394 2.3992 -2.4815
27 H 3.5290 0.8920 -0.6053
28 H 4.2472 0.1707 -3.2100
29 H 2.5013 0.3627 -3.3153
30 H 3.2138 -0.7481 -2.1633
31 H 4.5090 3.1030 -1.1012
32 H 6.7643 1.7747 -1.9222
33 H 6.1214 1.7547 -0.2832
34 H 5.7598 0.4408 -1.3762
35 H 4.7766 3.8755 -3.2417
36 H 5.6656 2.4419 -3.6978
37 H 3.9239 2.4640 -3.8467
38 H -1.5658 1.4918 -0.4612
39 H -3.1416 0.1176 -1.1741
40 C -7.2177 0.2287 -3.4614
41 S -5.5496 0.8133 -3.1574
42 O -5.4185 2.1337 -3.8267
43 C -4.7319 -0.3880 -4.1970
44 H -7.8974 0.8889 -2.9270
45 H -7.4177 0.2707 -4.5316
46 H -7.3158 -0.7897 -3.0870
47 H -5.1117 -0.2957 -5.2140
48 H -4.8905 -1.3940 -3.8176
49 H -3.6673 -0.1590 -4.1794
50 C 2.8130 5.0193 3.2977
51 S 1.8376 5.0241 1.7949
52 O 2.7105 4.4914 0.7078
53 C 1.8086 6.8034 1.5838
54 H 2.9791 3.9803 3.5728
55 H 3.7648 5.5164 3.1116
56 H 2.2538 5.5230 4.0855
57 H 2.8309 7.1744 1.5172
58 H 1.2818 7.2541 2.4244
59 H 1.2738 7.0116 0.6599
60 C -1.3514 -3.4374 -2.8960
61 S -2.1377 -4.5459 -4.0650
62 O -3.5708 -4.1413 -4.1430
63 C -2.0713 -6.0049 -3.0310
64 H -1.3229 -2.4406 -3.3325
65 H -1.9292 -3.4240 -1.9711
66 H -0.3331 -3.7685 -2.7037
67 H -2.6034 -5.8154 -2.1000
68 H -1.0314 -6.2583 -2.8288
69 H -2.5481 -6.8252 -3.5622
70 C -3.4664 3.0978 4.6606
71 S -2.2982 3.6294 5.9144
72 O -1.0858 4.1107 5.2027
73 C -1.9170 1.9814 6.5182
74 H -3.7958 3.9810 4.1177
75 H -2.9736 2.4058 3.9789
76 H -4.3226 2.6221 5.1389
77 H -1.5352 1.3796 5.6936
78 H -2.8159 1.5343 6.9422
79 H -1.1576 2.0853 7.2901
80 C -0.9729 -8.0614 2.1157
81 S -2.4443 -7.7181 1.1467
82 O -2.1520 -8.1396 -0.2466
83 C -2.2879 -5.9305 1.2005
84 H -0.8644 -9.1424 2.1671
85 H -0.1067 -7.6214 1.6220
86 H -1.0977 -7.6540 3.1187
87 H -1.3257 -5.6308 0.7839
88 H -2.3832 -5.5910 2.2316
89 H -3.0982 -5.5143 0.6048

Forces on atoms 1 to 6 (eV/Å):
0.3 0.2 0.5
0.0 0.1 -0.3
-0.1 0.3 0.2
0.0 -0.2 0.0
0.5 -0.2 0.6
0.1 -0.2 0.1



# 5
The following is a quantum chemistry calculation of a 5-piece molecular cluster, C26H47IN2O7 overall, from the OMol25 dataset.

Properties
SMILES string: CC[C@H](I)N1C(=O)c2cccc(CCC(N)=O)c2C1=O.CC(C)O.CC(C)O.CC(C)O.CC(C)O
E_HOMO (eV): -9.6
Multiplicity: 1
Molar mass (Da): 626.573
E (eV): -53136.463

Cartesian coordinates (Å):
1 C -2.3459 -0.1273 -4.9440
2 C -1.5901 0.9097 -4.0381
3 C -0.3783 0.3324 -3.2246
4 I 1.5565 0.5501 -4.2155
5 N -0.5369 -1.0799 -2.7836
6 C 0.0513 -1.2675 -1.4833
7 O -0.1698 -0.7148 -0.4355
8 C 1.0880 -2.4179 -1.5177
9 C 1.9864 -2.9420 -0.5103
10 C 2.8060 -4.0969 -0.9176
11 C 2.7076 -4.6808 -2.2731
12 C 1.8171 -4.1111 -3.2893
13 C 1.7212 -4.6747 -4.7445
14 C 2.3564 -3.5940 -5.7283
15 C 3.5807 -4.1301 -6.5365
16 N 4.4732 -3.1522 -7.1978
17 O 3.8521 -5.2926 -6.6939
18 C 1.0145 -2.9711 -2.8776
19 C -0.0343 -2.1245 -3.6394
20 O -0.2908 -2.3992 -4.7841
21 H -1.6812 -0.4559 -5.7954
22 H -2.6308 -1.0705 -4.3922
23 H -3.2401 0.3389 -5.4465
24 H -2.3553 1.3663 -3.3471
25 H -1.2672 1.7521 -4.7126
26 H -0.3060 0.9430 -2.2824
27 H 2.0301 -2.4809 0.4975
28 H 3.4939 -4.5568 -0.1761
29 H 3.3327 -5.5738 -2.5147
30 H 0.6699 -4.8562 -5.0768
31 H 2.3605 -5.5937 -4.7656
32 H 2.6924 -2.6735 -5.1689
33 H 1.5972 -3.2415 -6.4768
34 H 3.8833 -2.5465 -7.7790
35 H 4.9164 -2.5819 -6.4726
36 C -3.0319 1.5742 3.7688
37 C -2.3757 1.7595 2.4087
38 C -1.5719 0.5313 2.0099
39 O -1.5176 2.8972 2.4466
40 H -2.2775 1.4197 4.5461
41 H -3.5965 2.4672 4.0473
42 H -3.7110 0.7183 3.7668
43 H -3.1420 1.9577 1.6554
44 H -0.7687 0.3419 2.7289
45 H -1.0996 0.6812 1.0414
46 H -2.2076 -0.3561 1.9549
47 H -0.8344 2.7317 3.1115
48 C -6.0706 -3.8049 -2.2873
49 C -5.4459 -3.6051 -3.6595
50 C -4.6362 -4.8218 -4.0805
51 O -4.6004 -2.4562 -3.6352
52 H -5.2985 -3.9537 -1.5263
53 H -6.6397 -2.9205 -1.9929
54 H -6.7388 -4.6688 -2.2792
55 H -6.2297 -3.4129 -4.3953
56 H -3.8159 -5.0048 -3.3795
57 H -4.1849 -4.6609 -5.0619
58 H -5.2615 -5.7163 -4.1259
59 H -3.9036 -2.6144 -2.9861
60 C 3.5946 1.6342 4.0968
61 C 2.4797 2.6020 3.7337
62 C 2.7657 3.9983 4.2623
63 O 1.2450 2.1306 4.2767
64 H 3.6982 1.5497 5.1829
65 H 3.3710 0.6334 3.7206
66 H 4.5503 1.9586 3.6800
67 H 2.3625 2.6369 2.6484
68 H 2.8416 3.9939 5.3539
69 H 1.9520 4.6802 4.0038
70 H 3.6966 4.3935 3.8506
71 H 1.3361 2.0951 5.2368
72 C 1.2310 7.2262 6.5852
73 C 1.6741 6.0130 7.3877
74 C 1.0548 6.0107 8.7768
75 O 3.0967 6.0119 7.5006
76 H 1.5449 8.1527 7.0757
77 H 1.6918 7.2197 5.5951
78 H 0.1457 7.2459 6.4652
79 H 1.3916 5.1003 6.8585
80 H 1.3627 6.8960 9.3414
81 H 1.3904 5.1401 9.3445
82 H -0.0359 5.9935 8.7233
83 H 3.3580 6.8150 7.9669

Forces on atoms 1 to 6 (eV/Å):
0.5 -0.3 -0.6
-0.7 0.0 -0.9
-1.5 0.7 0.5
-0.3 0.3 0.0
1.0 0.5 0.2
1.8 -2.1 1.6



# 6
The following is a quantum chemistry calculation of a 10-piece molecular cluster, C18H47NO19 overall, from the OMol25 dataset.

Properties
E_HOMO (spin up / spin down) (eV): -12.7 / -11.9
Multiplicity: 2
Charge: +1
Molar mass (Da): 581.562
E (eV): -59803.775

Cartesian coordinates (Å):
1 C 3.9112 -0.2023 -0.4144
2 O 3.1176 -1.1748 0.1372
3 H 4.9876 -0.3513 -0.4992
4 H 3.5858 0.1870 -1.3791
5 H 3.8752 0.6964 0.2015
6 H 3.5599 -2.0117 -0.0228
7 C 2.5389 -1.0211 -3.7927
8 O 1.7690 -2.0903 -4.4464
9 H 2.7986 -0.2808 -4.5494
10 H 1.9339 -0.5296 -3.0308
11 H 3.4836 -1.2457 -3.2975
12 H 1.2143 -1.6661 -5.1053
13 C -4.2442 0.4512 -4.1000
14 O -4.3732 1.9048 -4.3661
15 H -3.1688 0.2836 -4.0410
16 H -4.7003 0.2885 -3.1234
17 H -4.7054 -0.2216 -4.8229
18 H -4.0933 2.4309 -3.6134
19 C -2.1030 -3.7766 -0.0782
20 O -1.3220 -3.0098 0.7729
21 H -1.9281 -3.5305 -1.1256
22 H -1.7912 -4.8207 -0.1032
23 H -3.1472 -3.5847 0.1685
24 H -0.4105 -3.2203 0.5576
25 C -1.8011 3.8159 -1.2825
26 O -3.0334 3.1088 -1.5105
27 H -1.2481 4.0767 -2.1849
28 H -2.1028 4.7136 -0.7428
29 H -1.1327 3.2638 -0.6218
30 H -3.7558 3.6076 -1.1219
31 C 0.0588 0.0764 -0.0254
32 N -0.5787 -0.5123 -1.2177
33 O -0.0208 -1.4144 -1.8157
34 O -1.7062 -0.2082 -1.5487
35 H 1.0602 0.3469 -0.3600
36 H 0.0274 -0.6670 0.7712
37 H -0.5083 0.9664 0.2474
38 C 0.5637 -2.0988 4.1199
39 O -0.1527 -0.8987 3.8750
40 C 0.5377 0.2075 3.4302
41 O 1.7169 0.2813 3.2439
42 O -0.3641 1.1588 3.1351
43 C -0.0424 2.4245 2.6403
44 H 0.9870 -2.3519 3.1479
45 H -0.2152 -2.8095 4.3960
46 H 1.3101 -2.0937 4.9142
47 H -0.3812 3.0983 3.4273
48 H -0.6225 2.6987 1.7592
49 H 1.0068 2.6061 2.4071
50 C 2.0294 -6.3218 2.8351
51 O 2.7595 -5.7181 1.7202
52 C 2.0350 -5.2635 0.6982
53 O 0.8073 -5.3736 0.5629
54 O 2.8417 -4.7092 -0.2412
55 C 2.3208 -4.4312 -1.5307
56 H 2.6359 -6.4770 3.7274
57 H 1.6080 -7.2609 2.4764
58 H 1.3828 -5.5210 3.1939
59 H 2.2181 -5.4162 -1.9859
60 H 2.9776 -3.7752 -2.1021
61 H 1.3770 -3.8933 -1.4411
62 C -3.3368 4.1801 4.4376
63 O -3.0966 3.7076 3.1051
64 C -3.7003 2.5064 2.7486
65 O -4.5257 1.9072 3.3643
66 O -3.1866 2.0919 1.5573
67 C -3.6139 0.9395 0.8908
68 H -2.8262 5.0990 4.7257
69 H -3.0005 3.4762 5.1989
70 H -4.3911 4.3940 4.6131
71 H -3.8098 0.0672 1.5144
72 H -2.8631 0.6890 0.1413
73 H -4.5103 1.3590 0.4342
74 C 0.8380 2.2039 -3.2993
75 O 1.2620 2.5091 -1.9305
76 C 2.3458 3.2073 -1.7258
77 O 3.0615 3.7053 -2.6393
78 O 2.5265 3.2149 -0.4481
79 C 3.6286 3.7963 0.2118
80 H 1.5594 1.7063 -3.9474
81 H 0.5520 3.1235 -3.8097
82 H -0.0723 1.6065 -3.2488
83 H 4.4667 3.1111 0.0842
84 H 3.4563 3.8726 1.2854
85 H 3.8526 4.7862 -0.1858

Forces on atoms 1 to 6 (eV/Å):
1.0 2.8 -0.3
-0.3 -1.3 0.2
0.0 -0.9 0.1
-0.3 -0.4 -0.4
-0.2 0.0 0.4
-0.2 -0.3 0.1